{
  "formula": "C15H22Cl2FIN2O4",
  "method": "wB97M-V/def2-TZVPD",
  "elements": ["C", "C", "N", "C", "N", "C", "O", "C", "C", "C", "C", "I", "C", "Cl", "C", "C", "Cl", "C", "C", "O", "O", "C", "C", "O", "F", "H", "H", "H", "H", "H", "H", "H", "H", "H", "H", "H", "H", "H", "H", "H", "H", "H", "H", "H", "H", "H", "H"],
  "coordinates": [[2.5553, -3.5374, 1.3124], [1.1712, -3.1107, 0.8121], [0.4230, -2.2574, 1.7423], [0.6430, -0.8123, 1.6732], [1.8363, -0.4411, 0.9265], [1.5947, 0.3023, -0.1992], [2.4549, 0.6863, -0.9563], [0.0715, 0.4470, -0.4249], [-0.2749, -0.6067, -1.5149], [0.5655, -0.6125, -2.7900], [0.6371, 0.6637, -3.5980], [-1.2234, 1.1833, -4.5121], [-0.2725, 1.8895, -0.8501], [0.9751, 3.0951, -0.8364], [-1.4437, 2.3723, -1.2952], [-1.6682, 3.7807, -1.7506], [-2.8812, 1.4105, -1.3821], [-0.5187, -0.0008, 0.9849], [-0.8326, 1.2005, 1.8704], [0.3488, 1.9617, 1.9663], [-0.0429, 3.1452, 2.6875], [-1.7811, -0.8838, 0.8994], [-2.5161, -1.0434, 2.1946], [-2.4735, -1.8975, 3.0065], [-3.3831, -0.0176, 2.3591], [3.2562, -3.6540, 0.4877], [2.9662, -2.8139, 2.0123], [2.4970, -4.5026, 1.8132], [1.2564, -2.6339, -0.1576], [0.5743, -4.0107, 0.6545], [0.6515, -2.5551, 2.6802], [0.7587, -0.4711, 2.7006], [2.6418, -0.1322, 1.4485], [-1.3257, -0.5502, -1.7912], [-0.1370, -1.5852, -1.0597], [1.5903, -0.9115, -2.5812], [0.1482, -1.3925, -3.4307], [0.9948, 1.5154, -3.0321], [1.3078, 0.5220, -4.4395], [-0.9286, 4.0513, -2.5010], [-1.5953, 4.4717, -0.9122], [-2.6560, 3.8710, -2.1898], [-1.1245, 0.8718, 2.8718], [-1.6511, 1.7995, 1.4674], [0.8256, 3.5257, 2.8775], [-2.4875, -0.4549, 0.2062], [-1.5276, -1.8781, 0.5495]],
  "max_force_ev_per_a": 0.75,
  "orbital_gap_ev": 9.465,
  "energy_ha": -2313.10081,
  "de_lowest_kcal_mol": 0.0,
  "smiles": "CCN[C@H]1NC(=O)[C@](CCCI)(/C(Cl)=C(/C)Cl)[C@@]1(COO)CC(=O)F",
  "lumo_energy_ev": 0.41
}